Density functional theory data (ωB97M-V with the def2-TZVPD basis set) for an isolated ion of composition C10H12NO and charge +1.

Frontier orbital gap in Eh: 0.2663
Energy above the lowest of the compared OMol25 structures with the same formula, charge and spin in eV: 4.364
E_tot in eV: -14090.731
HOMO energy in eV: -12.78
LUMO energy in eV: -5.53
F_max in eV Å⁻¹: 4.34

Geometry as ORCA input:
```
! wB97M-V def2-TZVPD RIJCOSX def2/J DEFGRID3
* xyz 1 1
C -2.530 0.110 -1.288
C -2.708 0.714 -0.016
C -1.332 -0.436 -1.675
C -1.631 0.621 0.904
C -0.233 -0.524 -0.803
C -0.461 -0.056 0.541
C 1.164 -0.966 -1.337
C 1.855 0.217 -1.864
C 0.624 -0.270 1.457
C 0.887 0.521 2.685
N 2.170 1.173 -0.904
O 1.953 1.055 0.244
H -3.183 0.200 -2.036
H -3.612 1.147 0.318
H -1.227 -1.022 -2.523
H -1.730 0.987 1.891
H 1.711 -1.721 -0.748
H 0.895 -1.557 -2.192
H 2.762 -0.109 -2.333
H 1.581 0.773 -2.758
H 1.295 -1.130 1.276
H 0.828 1.586 2.433
H 1.873 0.333 2.995
H 0.190 0.202 3.506
*
```


Density functional theory data (ωB97M-V with the def2-TZVPD basis set) for an isolated ion of composition C10H12NO4 and charge +1.

Frontier orbital gap (alpha / beta) in Eh: 0.2639 / 0.2611
Energy above the lowest of the compared OMol25 structures with the same formula, charge and spin in eV: 0.000
E_tot in eV: -20234.805
HOMO energy (alpha / beta) in eV: -10.62 / -10.71
LUMO energy (alpha / beta) in eV: -3.44 / -3.61
F_max in eV Å⁻¹: 9.83

Geometry as ORCA input:
```
! wB97M-V def2-TZVPD RIJCOSX def2/J DEFGRID3
* xyz 1 1
C -0.320 0.822 3.091
C 0.931 0.510 2.810
C -1.342 0.554 2.180
C 1.261 0.150 1.492
C -1.026 0.095 0.910
C 0.329 -0.003 0.556
C -2.086 -0.323 0.087
C -1.589 -0.776 -1.408
C -0.268 -0.462 -1.989
C 0.820 -0.483 -0.818
N 1.858 0.421 -1.182
O -3.394 -0.579 0.262
O -2.471 -1.391 -2.249
O -0.371 0.823 -2.613
O 1.314 -1.833 -0.605
H -0.505 1.408 3.983
H 1.641 0.459 3.581
H -2.381 0.722 2.465
H 2.265 -0.291 1.251
H -0.043 -1.248 -2.684
H 2.417 0.514 -0.235
H 1.307 1.254 -1.509
H 2.458 0.012 -1.917
H -3.987 0.110 0.552
H -3.198 -1.759 -1.655
H -1.041 1.002 -3.316
H 0.713 -2.159 0.067
*
```


Density functional theory data (ωB97M-V with the def2-TZVPD basis set) for C10H12NS2Si as an isolated structure.

Frontier orbital gap (alpha / beta) in Eh: 0.2082 / 0.1992
<S²>: 2.032
E_tot in eV: -41591.538
HOMO energy (alpha / beta) in eV: -9.23 / -12.85
LUMO energy (alpha / beta) in eV: -3.57 / -7.43
F_max in eV Å⁻¹: 3.97

Geometry as ORCA input:
```
! wB97M-V def2-TZVPD RIJCOSX def2/J DEFGRID3
* xyz 1 3
C -1.241 3.403 -1.978
C -1.458 4.193 -0.898
C -0.614 2.168 -1.863
C -1.057 3.871 0.366
C -0.188 1.789 -0.616
C -0.460 2.614 0.528
C 0.612 0.546 0.958
C 1.840 -2.451 1.857
C 1.411 -2.776 -1.124
C -1.122 -3.406 0.903
N 0.407 0.630 -0.331
Si 0.654 -2.963 0.525
S 0.145 1.909 1.957
S 1.112 -0.639 2.253
H -1.487 3.712 -2.949
H -1.946 5.090 -1.144
H -0.508 1.459 -2.660
H -1.339 4.739 1.070
H 1.789 -2.725 2.961
H 2.851 -2.552 1.645
H 0.985 -2.086 -1.986
H 2.268 -2.232 -0.800
H 1.936 -3.704 -1.635
H -1.266 -4.460 1.324
H -1.662 -2.784 1.598
H -1.661 -3.344 0.039
*
```


Density functional theory data (ωB97M-V with the def2-TZVPD basis set) for a 2-piece molecular cluster, C10H12O2S overall.

Frontier orbital gap (alpha / beta) in Eh: 0.2965 / 0.2966
Energy above the lowest of the compared OMol25 structures with the same formula, charge and spin in eV: 4.797
E_tot in eV: -25490.633
HOMO energy (alpha / beta) in eV: -8.89 / -8.89
LUMO energy (alpha / beta) in eV: -0.82 / -0.82
F_max in eV Å⁻¹: 3.77

Geometry as ORCA input:
```
! wB97M-V def2-TZVPD RIJCOSX def2/J DEFGRID3
* xyz 0 1
C -3.449 -0.487 0.074
C -3.038 0.824 -0.136
C -2.520 -1.517 0.199
C -1.717 1.193 -0.068
C -1.215 -1.107 0.050
C -0.743 0.202 0.076
C -0.072 -2.026 -0.158
C 0.720 0.321 0.158
C 3.028 1.240 0.584
C 1.480 1.546 0.438
O 2.502 -1.672 -0.130
O 1.114 -0.046 -1.939
S 1.337 -1.362 0.667
H -4.445 -0.825 0.361
H -3.628 1.601 -0.361
H -2.696 -2.604 0.347
H -1.460 2.230 -0.130
H -0.235 -3.193 -0.036
H 0.335 -1.854 -1.134
H 3.625 2.038 1.088
H 3.496 1.098 -0.413
H 3.176 0.383 1.133
H 1.260 2.276 -0.331
H 1.199 2.065 1.295
H 1.946 -0.321 -1.633
*
```


Density functional theory data (ωB97M-V with the def2-TZVPD basis set) for one molecule with the formula C10H12O2S.

Frontier orbital gap (alpha / beta) in Eh: 0.2013 / 0.3180
Energy above the lowest of the compared OMol25 structures with the same formula, charge and spin in eV: 6.686
E_tot in eV: -25488.744
HOMO energy (alpha / beta) in eV: -7.13 / -7.94
LUMO energy (alpha / beta) in eV: -1.65 / 0.72
F_max in eV Å⁻¹: 5.32

Geometry as ORCA input:
```
! wB97M-V def2-TZVPD RIJCOSX def2/J DEFGRID3
* xyz 0 1
C 3.532 0.351 0.374
C 3.043 -0.164 -0.846
C 2.658 1.067 1.208
C 1.776 0.251 -1.228
C 1.443 1.567 0.795
C 0.971 1.206 -0.505
C -2.468 0.412 0.920
C -0.219 1.612 -1.007
C -1.860 -0.904 0.524
C -1.124 -1.254 -0.704
O -1.319 2.979 0.936
O -2.688 1.191 -0.208
S -1.579 2.544 -0.427
H 4.470 0.096 0.648
H 3.517 -0.992 -1.313
H 3.083 1.516 2.014
H 1.450 0.109 -2.221
H 0.805 2.137 1.277
H -3.449 0.220 1.539
H -1.679 0.948 1.699
H -0.381 1.374 -2.002
H -2.019 -1.691 1.186
H -0.048 -1.103 -0.555
H -1.132 -0.458 -1.398
H -1.247 -2.346 -1.021
*
```


Density functional theory data (ωB97M-V with the def2-TZVPD basis set) for one molecule with the formula C10H12O2S2.

Frontier orbital gap (alpha / beta) in Eh: 0.2577 / 0.2576
Energy above the lowest of the compared OMol25 structures with the same formula, charge and spin in eV: 0.730
E_tot in eV: -36326.483
HOMO energy (alpha / beta) in eV: -7.76 / -7.76
LUMO energy (alpha / beta) in eV: -0.75 / -0.75
F_max in eV Å⁻¹: 5.28

Geometry as ORCA input:
```
! wB97M-V def2-TZVPD RIJCOSX def2/J DEFGRID3
* xyz 0 1
C 2.406 0.999 -0.920
C 1.473 1.493 -1.813
C 2.240 1.272 0.441
C 0.283 2.046 -1.344
C 1.088 1.896 0.940
C 0.077 2.212 0.032
C -0.579 -1.199 0.727
C 0.045 -1.913 1.939
C -2.527 -0.512 -1.675
C -1.833 -0.729 0.995
O 0.074 -1.062 -0.309
O -2.395 1.909 -0.306
S -2.985 0.034 0.023
S -1.464 2.687 0.711
H 3.190 0.454 -1.259
H 1.611 1.584 -2.937
H 2.938 0.829 1.126
H -0.358 2.626 -2.063
H 0.911 1.939 2.018
H -0.651 -2.139 2.763
H 0.363 -2.822 1.351
H 0.917 -1.370 2.289
H -2.843 -1.509 -2.016
H -1.463 -0.433 -1.706
H -3.108 0.167 -2.193
H -2.203 -0.933 2.049
*
```


Density functional theory data (ωB97M-V with the def2-TZVPD basis set) for one molecule with the formula C10H12O2Si.

Frontier orbital gap in Eh: 0.3490
Energy above the lowest of the compared OMol25 structures with the same formula, charge and spin in eV: 1.378
E_tot in eV: -22536.335
HOMO energy in eV: -8.57
LUMO energy in eV: 0.93
F_max in eV Å⁻¹: 1.92

Geometry as ORCA input:
```
! wB97M-V def2-TZVPD RIJCOSX def2/J DEFGRID3
* xyz 0 1
O 1.895 -2.202 0.064
O -0.773 1.497 -1.396
C 2.299 -2.804 -1.091
C -1.803 2.334 -1.717
C 1.868 -2.091 -2.186
C -2.681 2.411 -0.649
C 1.006 -1.103 -1.655
C -2.139 1.619 0.371
C 1.052 -1.174 -0.296
C -0.974 1.066 -0.100
C -0.896 -1.023 2.050
C 1.498 0.922 1.766
Si 0.172 -0.043 0.866
H 3.038 -3.610 -1.117
H -1.977 2.709 -2.738
H 2.076 -2.309 -3.219
H -3.626 2.969 -0.673
H 0.483 -0.402 -2.258
H -2.493 1.448 1.368
H -1.366 -0.351 2.736
H -1.678 -1.474 1.418
H -0.271 -1.749 2.648
H 1.591 1.927 1.342
H 2.475 0.433 1.643
H 1.222 0.999 2.821
*
```


Density functional theory data (ωB97M-V with the def2-TZVPD basis set) for one molecule with the formula C10H12O3.

Frontier orbital gap in Eh: 0.3675
Energy above the lowest of the compared OMol25 structures with the same formula, charge and spin in eV: 0.352
E_tot in eV: -16707.331
HOMO energy in eV: -9.37
LUMO energy in eV: 0.63
F_max in eV Å⁻¹: 5.71

Geometry as ORCA input:
```
! wB97M-V def2-TZVPD RIJCOSX def2/J DEFGRID3
* xyz 0 1
O 1.384 2.683 0.691
O 0.529 0.184 -2.865
O 1.206 1.585 -1.276
C 0.810 1.901 -0.043
C 0.383 0.690 -1.765
C 0.786 -0.973 1.142
C 0.349 -1.652 0.031
C 2.155 -1.282 1.748
C -2.117 0.825 -1.503
C -0.072 0.195 1.604
C -0.861 -1.186 -0.744
C -0.412 1.118 0.397
C -0.826 0.311 -0.881
H 0.961 -2.476 -0.375
H 1.970 -1.454 2.793
H 2.839 -0.430 1.647
H 2.615 -2.127 1.214
H -2.301 0.325 -2.455
H -2.068 1.903 -1.686
H -2.997 0.592 -0.872
H 0.494 0.777 2.354
H -0.998 -0.192 2.062
H -1.769 -1.498 -0.244
H -0.850 -1.626 -1.740
H -1.210 1.807 0.767
*
```


Density functional theory data (ωB97M-V with the def2-TZVPD basis set) for C10H12O3 as an isolated structure.

Frontier orbital gap in Eh: 0.3240
Energy above the lowest of the compared OMol25 structures with the same formula, charge and spin in eV: 7.717
E_tot in eV: -16699.965
HOMO energy in eV: -8.44
LUMO energy in eV: 0.37
F_max in eV Å⁻¹: 9.60

Geometry as ORCA input:
```
! wB97M-V def2-TZVPD RIJCOSX def2/J DEFGRID3
* xyz 0 1
C 3.452 -0.401 0.482
C 2.050 -0.419 0.047
C 1.395 -1.579 -0.060
C -0.066 -1.580 -0.172
C -0.610 -0.340 -0.432
C -2.844 -1.037 -0.341
C -3.517 0.237 0.039
C 0.089 0.839 -0.769
C 1.374 0.855 -0.320
C 1.916 2.102 -0.248
H 3.868 -1.476 0.821
H 3.862 0.187 1.437
H 4.229 -0.198 -0.233
H 1.745 -2.461 0.488
H -0.728 -2.542 -0.116
H -2.759 -1.868 0.464
H -3.831 -1.486 -0.928
H -5.317 1.211 0.829
H -0.508 1.723 -0.884
H 2.092 2.194 0.930
H 0.693 2.588 -0.058
H 2.872 2.698 -0.543
O -1.866 -0.764 -1.137
O -4.573 0.240 0.957
O -3.020 1.277 -0.252
*
```